(1)
One molecule with the formula C18H23NO2 at a distorted geometry. Source: the Open Molecules 2025 dataset; level of theory: wB97M-V/def2-TZVPD.

Geometry (Å):
H: -5.25 -2.16 0.20
H: 7.81 -1.38 1.56
C: -2.61 0.88 -2.34
H: 8.62 0.33 1.50
C: 5.50 -0.09 0.92
C: 8.11 -0.50 0.83
H: -4.13 -2.03 1.73
H: 8.94 -0.92 0.09
H: -4.96 0.48 -1.55
C: -1.89 -1.18 0.30
O: 1.30 -2.07 0.01
H: 5.67 -1.01 1.64
H: -5.93 -0.62 2.64
H: -5.44 1.78 0.58
H: 4.36 -0.35 -1.16
H: 6.76 -0.33 -1.09
H: -5.62 1.88 2.47
C: -0.73 -0.52 -0.67
C: -5.11 1.24 1.59
H: 2.30 2.31 -2.02
C: -3.80 0.24 -1.39
C: 4.15 -0.39 -0.01
C: 0.88 -0.86 -0.38
C: 1.91 0.44 -0.66
H: -1.62 -1.89 1.21
C: -3.46 -0.75 -0.08
H: -3.95 1.35 1.70
H: 5.29 0.88 1.53
C: 1.60 1.37 -1.82
C: -4.63 -1.39 0.88
C: -7.05 -0.25 0.59
H: 3.44 1.62 0.21
O: 0.27 1.32 -4.11
H: -7.45 0.85 0.42
H: -6.83 -0.78 -0.45
C: 6.85 0.12 -0.02
C: 0.26 1.09 -2.79
H: -7.84 -0.93 1.17
H: 3.83 -1.49 0.27
C: -1.06 0.49 -1.96
N: 3.07 0.64 0.28
C: -5.67 -0.29 1.52
H: -2.90 1.60 -3.22
H: 7.00 1.30 -0.10

Output
HOMO, eV: -8.7
M, u: 285.39
SMILES string: CCCCNC1=CC(=O)c2ccc(CC(C)C)cc2C1=O
Frontier orbital gap, Eh: 0.266
Energy above the lowest of the compared OMol25 structures with the same formula, charge and spin, kcal per mole: 395.9
Maximum force, eV/Å: 8.47
E, eV: -24607.975

---

(2)
A 6-piece molecular cluster, C39H43IN2O10P overall at a distorted geometry. Source: the Open Molecules 2025 dataset; level of theory: wB97M-V/def2-TZVPD.

Geometry (Å):
C: 9.12 7.07 -2.85
H: -0.27 1.49 -0.74
C: 8.13 7.62 -3.55
C: 0.80 3.24 -0.20
H: -0.07 -3.56 -0.31
C: -2.17 -3.61 6.00
H: -2.70 5.05 -0.13
C: 0.27 -2.53 -0.12
C: 0.53 6.59 -4.47
O: 6.21 8.97 -3.54
C: 2.20 7.33 -2.71
C: 2.32 -5.40 -4.04
H: -2.80 -6.31 -0.05
H: -6.43 -1.97 2.22
C: 3.14 7.43 -3.65
C: -1.72 4.61 -0.13
H: 8.03 7.47 -4.62
C: -0.62 5.31 0.15
H: -7.69 -3.92 0.98
C: -5.65 -2.59 0.30
O: -0.04 -2.78 5.46
H: -3.54 -2.94 2.92
H: -1.09 -6.65 0.09
C: -0.30 2.54 -0.49
H: 0.86 -2.80 1.94
O: 1.88 -4.92 -6.30
H: -6.13 -3.21 -0.47
O: -2.63 2.52 -0.74
H: -0.48 -4.43 3.60
C: 0.70 -6.85 -2.91
C: -0.09 -6.94 -4.15
H: -0.48 6.28 -4.69
H: -3.75 -1.69 1.64
H: 4.15 7.75 -3.42
H: 0.61 -1.13 1.50
C: 9.24 7.28 -1.39
C: -3.57 -2.76 1.84
H: 9.88 6.44 -3.31
H: 2.50 -5.98 -2.01
H: 3.22 -4.80 -4.09
C: -0.96 -1.94 7.46
I: -0.82 -1.10 -1.34
C: 1.53 -5.49 -5.29
H: -0.07 -1.33 7.62
N: -7.98 -2.97 1.19
C: 8.22 8.13 -0.74
H: 8.32 8.27 0.33
H: -5.07 -1.77 -0.14
C: 7.11 8.47 -2.90
H: -4.08 -4.23 6.69
H: -7.15 -1.08 0.83
H: -2.27 -2.95 0.28
N: -2.19 -3.08 1.30
C: 1.47 6.69 -5.41
C: -3.18 -2.78 8.07
C: -4.70 -3.54 1.11
O: 10.14 6.77 -0.75
H: 1.79 2.80 -0.21
C: -1.64 3.17 -0.48
C: 7.23 8.68 -1.44
C: -1.24 -2.13 1.95
H: -0.27 -6.36 -6.18
H: 6.47 9.30 -0.98
H: -1.99 -1.33 9.21
C: -3.20 -3.62 6.85
C: -0.97 -2.78 6.24
H: 0.55 -4.98 2.20
C: -6.83 -2.06 1.20
C: 1.94 -6.03 -2.94
O: 1.72 5.31 0.40
C: -1.82 -5.82 0.05
H: -0.42 -6.17 3.03
H: -8.63 -2.63 0.50
H: 2.39 7.55 -1.67
O: -0.04 6.80 -2.19
C: -0.41 -5.11 2.74
C: -1.98 -1.94 8.31
H: 1.28 6.47 -6.45
P: -1.89 -4.84 1.63
C: 0.82 6.90 -3.05
C: 0.19 -2.14 1.37
O: 3.70 7.21 -5.92
H: -4.33 -4.29 0.39
H: -0.66 6.36 0.41
C: 2.85 7.12 -5.07
H: 1.32 -2.51 -0.41
H: -1.65 -1.12 1.77
H: -1.64 -5.24 -0.86
O: 0.35 -7.42 -1.89
O: -4.12 -2.78 8.84
C: 0.29 -6.31 -5.26
H: -2.15 -4.22 5.11
H: -5.33 -4.00 1.89
C: 0.72 4.68 0.14
H: -0.99 -7.54 -4.11
H: -1.28 -2.26 3.04

Output
HOMO, eV: -11.4
M, u: 857.65
Frontier orbital gap, Eh: 0.276
Charge: +1
Energy above the lowest of the compared OMol25 structures with the same formula, charge and spin, kcal per mole: 11.7
Maximum force, eV/Å: 3.54
E, eV: -81972.105

---

(3)
C9H20BBr2NO6 as an isolated structure at a distorted geometry. Source: the Open Molecules 2025 dataset; level of theory: wB97M-V/def2-TZVPD.

Geometry (Å):
H: -1.71 -1.90 1.01
H: 3.30 2.84 -5.51
Br: 0.20 0.35 -2.49
O: -2.62 1.01 4.41
B: -0.27 1.79 0.89
C: 1.06 -1.33 -0.09
N: -1.25 -0.18 -0.02
H: -0.25 0.01 4.89
C: 3.15 1.76 -5.42
Br: 2.74 -0.98 -1.07
H: -1.34 -0.76 6.05
H: 1.18 -3.07 1.20
H: -0.02 -3.27 -0.06
H: 0.26 2.49 2.57
C: -1.10 -0.66 4.98
H: -0.63 -0.92 1.94
H: 1.64 0.28 -5.59
C: -2.28 -0.08 4.22
H: -2.11 -0.38 -0.55
H: -0.65 -1.68 -1.34
H: -0.87 -1.66 4.61
H: 1.39 1.65 -6.61
H: 3.55 1.43 -4.46
H: 1.74 -3.39 -0.42
O: -1.23 1.21 0.04
O: 0.85 2.35 0.30
O: 0.94 2.00 -4.59
C: -2.78 -0.36 1.99
C: 0.97 -2.86 0.14
H: -3.61 -0.77 1.40
H: 1.19 -0.83 0.88
H: -2.88 0.73 1.94
H: 3.74 1.27 -6.21
C: 1.66 1.39 -5.56
C: -1.49 -0.86 1.27
O: -2.89 -0.91 3.28
C: -0.18 -0.80 -0.90
O: -0.40 1.86 2.25
H: 0.98 3.24 0.65

Output
HOMO, eV: -5.6
M, u: 408.88
Frontier orbital gap, Eh: 0.178
Energy above the lowest of the compared OMol25 structures with the same formula, charge and spin, kcal per mole: 10.7
Maximum force, eV/Å: 3.45
E, eV: -164190.158

---

(4)
A 2-piece molecular cluster, C5H12O overall at a distorted geometry. Source: the Open Molecules 2025 dataset; level of theory: wB97M-V/def2-TZVPD.

Geometry (Å):
H: -2.56 -0.26 1.07
C: -1.78 -0.78 0.51
H: 0.51 -0.98 -2.48
H: 1.98 0.59 -1.52
C: -0.17 0.65 1.87
H: -1.67 -1.78 0.93
C: 1.44 0.98 -0.65
H: 1.44 2.07 -0.68
H: 1.65 -1.53 -1.79
H: -0.63 0.37 -1.48
O: 0.81 -1.83 -2.13
H: -1.11 0.82 2.40
C: 0.01 0.48 -0.61
C: -0.55 0.07 0.54
H: 1.94 0.53 0.20
H: 0.44 -0.05 2.45
H: 0.40 1.58 1.85
H: -2.16 -0.94 -0.50

Output
HOMO, eV: -8.6
M, u: 88.15
SMILES string: CC=C(C)C.O
Frontier orbital gap, Eh: 0.348
Energy above the lowest of the compared OMol25 structures with the same formula, charge and spin, kcal per mole: 30.5
Maximum force, eV/Å: 1.29
E, eV: -7425.989

---

- HOMO of number 3 (C9H20BBr2NO6)?
  -5.6 eV